Below is C46H95BBr3N9O14P as an isolated structure, with properties calculated with the ωB97M-V functional and the def2-TZVPD basis.

Values from the calculation:
Orbital gap in eV: 7.56
Charge: +1
LUMO level in eV: -3.06
Strongest force on any atom in eV/Å: 5.2
E_HOMO in eV: -10.626

Each line ends with the Mulliken charge.
Element x y z (Å)
1 C 3.21065 0.30940 2.48909  -0.5873
2 C 3.46437 0.38912 0.88077  -0.5783
3 C 2.26303 -0.12220 -0.02621  0.1794
4 C 1.60083 -1.37434 0.80474  -1.1504
5 C 1.05446 0.81950 -0.39266  2.1274
6 C 0.98670 2.41872 -0.15749  1.2004
7 B 1.52097 3.10773 1.20320  1.3126
8 O 0.85382 2.68374 2.43434  -0.8110
9 O 2.53025 4.10116 1.36650  -0.5055
10 C 1.23258 3.13725 -1.62037  1.8709
11 C -0.07765 4.07761 -1.88479  -0.3825
12 C -0.35372 5.21248 -0.79696  -0.5627
13 C -1.58015 4.86711 0.21577  -0.2863
14 C -2.99152 4.69784 -0.51246  -0.4443
15 C -3.89825 3.79481 0.49070  -1.1239
16 C -3.35373 2.27843 0.58791  0.4365
17 O -3.07413 1.93309 1.99350  -0.3412
18 C -3.16617 0.52879 2.17305  0.2208
19 C -1.99719 -0.51552 1.82954  0.1739
20 O -4.21383 0.03228 2.66216  -0.6033
21 C 2.44773 4.15622 -1.76950  -1.1771
22 C 3.90676 3.54366 -1.40593  0.0278
23 C 4.97877 3.92362 -2.57129  -0.3949
24 C 6.29359 3.02595 -2.33532  -0.5406
25 O 6.35581 2.09375 -3.46861  -0.3549
26 C 6.78223 0.80785 -3.05430  0.6551
27 C 5.86120 -0.50662 -3.25295  -0.2503
28 O 7.91237 0.59808 -2.54704  -0.5245
29 C 1.06012 1.94351 -2.74363  -0.3118
30 Br 2.74222 0.96722 -3.31315  0.0389
31 C 0.07339 2.16437 -3.96885  -0.0701
32 Br -1.86979 1.63652 -3.94356  -0.0648
33 C 0.43182 2.78765 -5.20978  -0.0520
34 C 1.89434 3.29399 -5.53014  -0.6528
35 Br -0.89149 3.04111 -6.69331  -0.1591
36 N 0.49685 0.84443 -1.83599  -0.8259
37 P 0.34043 -0.84616 -2.40838  0.2413
38 N -1.22056 -1.41612 -1.72888  -0.2411
39 O 0.11937 -0.99346 -4.09772  -0.3280
40 H 2.12323 0.45490 2.78807  0.0686
41 H 3.78336 1.19779 2.95855  -0.1742
42 H 3.69471 -0.64005 2.88395  0.4763
43 H 4.36062 -0.31611 0.69256  0.6432
44 H 3.85305 1.44126 0.68380  0.0331
45 H 2.76851 -0.66241 -0.91389  0.2562
46 H 1.00273 -2.06552 0.10208  0.3894
47 H 0.93570 -0.99438 1.65733  0.1318
48 H 2.48935 -1.99800 1.16657  0.3878
49 H 0.15160 0.41091 0.21102  -1.5448
50 H -0.16479 2.57166 -0.05298  -2.0934
51 H 0.00027 2.26337 2.15550  0.0767
52 H 2.09659 4.90074 1.75661  0.3431
53 H 0.00853 4.63588 -2.89198  0.5995
54 H -1.02276 3.40883 -1.84782  -0.5508
55 H -0.68931 6.17293 -1.34130  0.3967
56 H 0.50903 5.51321 -0.12428  0.2301
57 H -1.31393 4.01794 0.94541  -0.1891
58 H -1.67268 5.80665 0.88430  0.5297
59 H -3.52642 5.71251 -0.58007  0.4188
60 H -2.96122 4.18713 -1.52981  0.1476
61 H -4.99175 3.74825 0.17619  0.3817
62 H -3.87216 4.21017 1.56782  0.3019
63 H -2.32471 2.22574 0.05494  -0.2206
64 H -4.06374 1.51159 0.12213  0.4238
65 H -1.60779 -0.23939 0.79312  -0.3452
66 H -2.41996 -1.58112 1.74332  0.2886
67 H -1.15852 -0.53318 2.60156  0.2737
68 H 2.55189 4.62251 -2.80334  0.9167
69 H 2.35764 5.05738 -1.05300  0.2157
70 H 3.90024 2.43143 -1.17409  -0.4437
71 H 4.31762 4.06214 -0.45879  0.3495
72 H 5.20027 5.03690 -2.47560  0.3827
73 H 4.51004 3.72594 -3.58975  0.1474
74 H 6.26685 2.49647 -1.31861  0.2928
75 H 7.23272 3.68639 -2.35953  0.3354
76 H 5.43906 -0.56503 -4.32125  0.2715
77 H 6.47071 -1.46388 -3.05237  0.2979
78 H 4.99726 -0.51842 -2.49909  -0.3236
79 H 1.85305 3.95987 -6.47333  0.5190
80 H 2.55341 2.40334 -5.81914  0.1732
81 H 2.40697 3.91357 -4.73235  0.0014
82 H -0.49268 1.09733 -1.59089  0.4623
83 H -1.83792 -1.75858 -2.47916  0.2761
84 H -1.71509 -0.65737 -1.23774  -0.0343
85 H -0.18770 -1.90780 -4.32695  0.3187
86 C -5.46305 -3.92257 -0.89590  -1.1539
87 C -4.97765 -2.62204 -0.31654  0.7867
88 O -3.91829 -2.09709 -0.66677  -0.5626
89 N -5.75378 -2.02450 0.62538  0.0699
90 C -7.01795 -2.48796 1.15639  -0.6255
91 H -4.74869 -4.28751 -1.63329  0.3059
92 H -5.55781 -4.66980 -0.10520  0.1206
93 H -6.42313 -3.77449 -1.38737  0.4090
94 H -5.37289 -1.15602 0.97473  0.0605
95 H -7.77560 -1.72723 0.95771  0.2988
96 H -6.91148 -2.61902 2.23557  0.2841
97 H -7.32926 -3.42971 0.70853  0.0169
98 C 2.29941 0.49857 -10.99179  -1.2485
99 C 1.54527 1.64219 -10.36646  0.8085
100 O 1.47469 2.74350 -10.89271  -0.6488
101 N 0.92889 1.41474 -9.17168  0.0423
102 C 0.90435 0.18651 -8.40645  -0.7646
103 H 2.73819 0.81897 -11.93539  0.2877
104 H 3.10385 0.17473 -10.32708  0.3327
105 H 1.61874 -0.33273 -11.18983  0.3523
106 H 0.44025 2.22007 -8.80469  0.0230
107 H -0.13568 -0.12345 -8.28340  0.2618
108 H 1.34194 0.38168 -7.42418  0.1983
109 H 1.46045 -0.61084 -8.89439  0.3546
110 C 8.77648 -4.15925 0.13997  -1.2599
111 C 8.43046 -2.81818 0.73125  0.8244
112 O 7.52997 -2.67714 1.55046  -0.6712
113 N 9.15861 -1.74325 0.32374  -0.1432
114 C 10.24950 -1.71950 -0.62863  -0.8020
115 H 8.11938 -4.92390 0.55157  0.2878
116 H 8.64359 -4.13405 -0.94418  0.3327
117 H 9.80856 -4.41956 0.38536  0.3740
118 H 8.87900 -0.87394 0.75573  0.2157
119 H 11.13847 -1.33368 -0.12550  0.3105
120 H 9.97595 -1.04930 -1.44617  0.2254
121 H 10.46513 -2.70694 -1.03054  0.3185
122 C -10.45804 -4.44358 -0.54411  -1.4364
123 C -9.20305 -5.24753 -0.76044  0.7831
124 O -8.16537 -4.74194 -1.18465  -0.6665
125 N -9.24670 -6.57183 -0.46926  -0.0900
126 C -10.37052 -7.32997 0.03448  -0.8390
127 H -10.28145 -3.40379 -0.81643  0.3132
128 H -11.26314 -4.83431 -1.17022  0.4348
129 H -10.74871 -4.48241 0.50828  0.3642
130 H -8.37508 -7.05669 -0.63433  0.2267
131 H -10.08457 -7.77249 0.98923  0.2073
132 H -10.59666 -8.12375 -0.68000  0.2965
133 H -11.25452 -6.71140 0.17559  0.3739
134 C -6.67389 -6.94650 2.75869  -1.0140
135 C -7.46919 -8.17745 2.41309  0.7641
136 O -7.85267 -8.40911 1.27234  -0.6523
137 N -7.75790 -9.04484 3.42026  -0.1720
138 C -7.39062 -8.93550 4.81681  -0.8594
139 H -6.51708 -6.34581 1.86355  0.0059
140 H -7.21822 -6.34432 3.48994  0.3633
141 H -5.69909 -7.23317 3.15980  0.4040
142 H -8.29288 -9.84975 3.12506  0.2542
143 H -6.79300 -9.80859 5.08602  0.2903
144 H -8.30421 -8.92455 5.41442  0.2903
145 H -6.81849 -8.03320 5.02019  0.3283
146 C 3.80934 5.75900 5.92453  -1.5304
147 C 3.36729 5.05685 4.66860  1.0771
148 O 2.81384 5.64763 3.74710  -0.5956
149 N 3.60049 3.72138 4.57640  0.0339
150 C 4.23520 2.85997 5.55371  -0.9726
151 H 3.56087 6.81745 5.86193  0.3332
152 H 3.29667 5.33261 6.78977  0.3533
153 H 4.89076 5.66262 6.04419  0.3724
154 H 3.28018 3.31107 3.70956  -0.0483
155 H 5.11374 2.40592 5.09067  0.2785
156 H 3.52710 2.07862 5.83148  0.2095
157 H 4.53934 3.40354 6.44537  0.4443
158 C 0.92731 1.46713 6.62919  -0.6547
159 C 1.75217 0.61475 7.55806  0.7238
160 O 2.85656 0.18470 7.24538  -0.6696
161 N 1.22836 0.32772 8.78081  -0.1556
162 C -0.04998 0.74542 9.31787  -0.8049
163 H 1.46228 1.61734 5.69246  -0.3192
164 H -0.02055 0.96934 6.41138  0.4722
165 H 0.74361 2.44314 7.08450  0.3298
166 H 1.82785 -0.24656 9.35695  0.2499
167 H 0.12911 1.31872 10.22961  0.2794
168 H -0.63106 -0.14662 9.56009  0.2812
169 H -0.60952 1.35742 8.61402  0.3206